A) 46
Properties=species:S:1:pos:R:3 method="wB97M-V/def2-TZVPD" total_charge=0 e_lumo_ev=0.6067 homo_ev=-7.69 homo_lumo_gap_ev=8.299 smiles="CCCCOc1ccc(C(=S)N2CCC(C(N)=O)CC2)cc1"
C 5.5704 -2.4768 4.0728
C 4.2422 -1.8826 3.6198
C 4.3998 -0.5481 2.8889
C 4.9762 -0.7157 1.4799
O 4.1644 -1.5197 0.6487
C 3.0176 -1.0186 0.1232
C 2.5831 0.3003 0.2228
C 1.3928 0.6854 -0.3655
C 0.6130 -0.2249 -1.0734
C 1.0686 -1.5366 -1.1978
C 2.2423 -1.9306 -0.5995
H 2.5957 -2.9460 -0.6842
H 0.4855 -2.2424 -1.7699
C -0.6080 0.2037 -1.7682
N -1.5172 0.9354 -1.1063
C -2.6849 1.4607 -1.7748
C -3.8919 0.5623 -1.5105
H -4.7648 0.9609 -2.0293
H -3.6801 -0.4312 -1.9112
C -4.1498 0.4566 0.0001
C -4.6762 1.7864 0.5373
O -4.0299 2.5676 1.1985
N -5.9620 2.0341 0.1965
H -6.5168 1.3848 -0.3308
H -6.3867 2.8945 0.5010
C -2.8642 0.0264 0.7132
H -3.0065 0.0797 1.7930
C -1.6730 0.9131 0.3314
H -0.7693 0.5267 0.8016
H -1.8583 1.9313 0.6829
H -2.6389 -1.0078 0.4419
H -4.9236 -0.2988 0.1790
H -2.4783 1.5134 -2.8452
H -2.8727 2.4669 -1.3874
S -0.7589 -0.1702 -3.3742
H 1.0796 1.7174 -0.2968
H 3.1641 1.0436 0.7460
H 5.9289 -1.2486 1.5246
H 5.1559 0.2637 1.0194
H 3.4210 -0.0692 2.8158
H 5.0598 0.1122 3.4549
H 3.6071 -1.7271 4.4948
H 3.7330 -2.5865 2.9587
H 6.1042 -1.7761 4.7118
H 6.2024 -2.7190 3.2226
H 5.3990 -3.3911 4.6357

=====

B) 46
Properties=species:S:1:pos:R:3 method="wB97M-V/def2-TZVPD" total_charge=0 e_lumo_ev=0.6557 homo_ev=-7.93 homo_lumo_gap_ev=8.584 smiles="CCOC(=O)[C@@H]1CCCN(C(=S)Nc2ccc(C)cc2C)C1"
C -5.1954 -2.2338 0.4746
C -3.8087 -2.3412 1.0912
H -3.2105 -3.0848 0.5550
H -3.8657 -2.5989 2.1504
O -3.1254 -1.0847 1.0501
C -2.4849 -0.7730 -0.0766
O -2.4036 -1.4938 -1.0368
C -1.8940 0.6194 0.0057
C -2.8438 1.5929 -0.7075
C -2.2232 2.9855 -0.7477
C -0.8430 2.9137 -1.3966
N 0.0145 1.9888 -0.6844
C 0.8290 2.4554 0.2929
N 1.7031 1.6031 0.9025
C 2.4062 0.5191 0.3560
C 2.5836 0.3746 -1.0171
C 3.3047 -0.6896 -1.5190
C 3.8756 -1.6275 -0.6679
C 3.7045 -1.4656 0.6999
C 2.9802 -0.4106 1.2314
C 2.8139 -0.2583 2.7137
H 3.1848 -1.1388 3.2312
H 3.3708 0.6070 3.0770
H 1.7653 -0.1164 2.9727
H 4.1469 -2.1842 1.3757
C 4.6441 -2.7887 -1.2203
H 3.9579 -3.5331 -1.6248
H 5.2990 -2.4666 -2.0274
H 5.2444 -3.2623 -0.4476
H 3.4345 -0.7870 -2.5867
H 2.1639 1.1089 -1.6869
H 2.1298 2.0166 1.7224
S 0.8026 4.0283 0.8208
C -0.5135 0.6428 -0.6707
H 0.1628 -0.0302 -0.1458
H -0.6174 0.2892 -1.7013
H -0.3692 3.8960 -1.3961
H -0.9304 2.5552 -2.4273
H -2.8595 3.6669 -1.3124
H -2.1146 3.3777 0.2649
H -3.8033 1.6182 -0.1879
H -3.0150 1.2343 -1.7257
H -1.8023 0.9056 1.0572
H -5.1139 -1.9830 -0.5802
H -5.7118 -3.1843 0.5710
H -5.7730 -1.4626 0.9785

=====

In terms of stability, B) leads; the second structure lies 0.0169 hartree higher.

=====

A) 16
Properties=species:S:1:pos:R:3 method="wB97M-V/def2-TZVPD" total_charge=+2 e_lumo_ev=-11.1826 homo_ev=-20.23 homo_lumo_gap_ev=9.049 smiles="C=[N+](C)C#[N+]NC"
C -0.3401 -0.7988 -0.2045
C -1.1036 0.9374 1.0059
C -2.7528 -0.3965 -0.1489
C 2.6150 0.2233 -0.3304
N 0.7430 -0.7445 0.3318
N -1.4445 -0.0633 0.2834
N 1.9198 -0.5258 0.5770
H -0.1454 1.2529 1.2858
H -1.8756 1.6783 1.2125
H -2.8194 -1.3848 -0.5632
H -3.6187 -0.4586 0.6052
H -3.1318 0.2647 -0.9488
H 3.6170 0.4421 0.1083
H 2.9116 -0.4243 -1.1447
H 2.0188 1.0055 -0.6634
H 2.4274 -1.1980 1.2015

=====

B) 16
Properties=species:S:1:pos:R:3 method="wB97M-V/def2-TZVPD" total_charge=+2 e_lumo_ev=-9.6048 homo_ev=-19.52 homo_lumo_gap_ev=9.913 smiles="C=[N+]1CN(C=[NH2+])C1"
C -2.1550 -1.5563 0.5308
C 1.4576 1.2679 -0.0236
C -1.0327 0.7708 0.3910
C 0.0265 -0.9532 -0.3340
N 0.2826 0.7039 -0.1802
N -1.2378 -0.6881 0.2454
N 2.5453 0.8435 -0.5756
H -1.9639 -2.5475 0.3343
H -3.1369 -1.3073 0.8773
H 1.2332 2.2530 0.3104
H -1.2282 1.4137 1.3324
H -1.7284 1.3816 -0.2959
H 0.0519 -1.4240 -1.3240
H 0.8145 -1.5313 0.1142
H 3.2960 1.4510 -0.4274
H 2.7753 -0.0778 -0.9750

=====

In terms of stability, B) leads; the second structure lies 0.1191 hartree higher.

=====

A) 13
Properties=species:S:1:pos:R:3 method="wB97M-V/def2-TZVPD" total_charge=+1 e_lumo_ev=-4.1381 homo_ev=-15.17 homo_lumo_gap_ev=11.033 smiles="[NH3+][C@@]1(O)COC1=O"
C 2.0796 -0.2711 0.0509
C 0.7834 1.3118 -0.3839
C 0.4479 -0.1615 -0.3583
N -0.4952 -0.5557 0.7607
O 2.8489 -1.1623 0.2501
O 2.2040 1.0899 -0.0179
O 0.0148 -0.8701 -1.4608
H 0.8701 1.9156 -1.3022
H 0.4513 1.8393 0.5276
H -1.1914 0.0758 0.4782
H -0.1007 -0.3367 1.6356
H -0.9046 -1.5697 0.7021
H 0.6523 -1.1099 -2.0766

=====

B) 13
Properties=species:S:1:pos:R:3 method="wB97M-V/def2-TZVPD" total_charge=+1 e_lumo_ev=-4.6791 homo_ev=-13.92 homo_lumo_gap_ev=9.246
C 1.3535 -0.2615 0.0768
C 0.4433 1.6444 -0.5083
C -0.1238 -0.4487 -0.2129
N -1.0586 -0.4823 0.9840
O 2.1622 -1.1035 0.3672
O 1.5163 1.0518 0.1455
O -0.6087 -1.1731 -1.1914
H 0.5177 1.7950 -1.5647
H -0.2342 2.3191 -0.0174
H -0.5393 -0.9030 1.7750
H -1.8350 -1.0517 0.5170
H -1.4861 0.5648 1.1554
H -0.1073 -1.9513 -1.5260

=====

In terms of stability, A) leads; the second structure lies 0.0698 hartree higher.

=====

A) 18
Properties=species:S:1:pos:R:3 method="wB97M-V/def2-TZVPD" total_charge=+1 e_lumo_ev=-2.9921 homo_ev=-13.09 homo_lumo_gap_ev=10.095
C -0.9331 0.9927 -0.4139
C -0.4210 1.4131 0.9495
S 1.2719 0.9168 1.3553
N -0.5328 -0.4307 -0.7034
H -2.0060 1.0390 -0.4943
H -0.5109 1.5993 -1.2091
H -0.4390 2.5101 0.9685
H -1.0984 1.0976 1.7411
H 1.6251 2.0385 1.9880
H -0.9468 -1.0957 -0.0361
H -0.6841 -0.7708 -1.6560
H 0.4869 -0.5508 -0.5982
H 1.7280 -1.1109 -3.6270
H 2.7836 -1.3032 -2.4686
O 1.8507 -1.3055 -2.6949
H -2.5629 -2.7440 0.9387
H -3.1719 -1.4706 1.4843
O -2.5642 -1.7865 0.8031

=====

B) 18
Properties=species:S:1:pos:R:3 method="wB97M-V/def2-TZVPD" total_charge=+1 e_lumo_ev=-3.4165 homo_ev=-13.74 homo_lumo_gap_ev=10.320
C -0.6171 0.3116 -0.9590
C -0.3049 1.7681 -0.6577
S -1.8273 2.5739 -0.0098
N -1.2199 -0.3845 0.2766
H 0.2447 -0.2461 -1.2945
H -1.4372 0.2922 -1.6700
H -0.0393 2.2668 -1.5981
H 0.4626 1.9438 0.0889
H -1.2797 3.0032 1.1506
H -1.8774 -1.1175 0.0249
H -1.7893 0.3083 0.7831
H -0.6282 -0.8228 0.9805
H 2.8382 0.0018 1.3290
H 3.4685 0.0747 0.0835
O 3.4372 -0.5590 0.8115
H 0.9325 -3.0571 -0.0035
H -0.3565 -3.5289 0.6126
O -0.0068 -2.8284 0.0515

=====

In terms of stability, A) leads; the second structure lies 0.0228 hartree higher.

=====

A) 14
Properties=species:S:1:pos:R:3 method="wB97M-V/def2-TZVPD" total_charge=0 e_lumo_ev=0.9481 homo_ev=-8.95 homo_lumo_gap_ev=9.897 smiles="C=C(F)CCN"
C 0.9714 0.7838 -0.2481
C 0.0694 -0.2333 0.5383
C -1.3776 0.0903 0.1420
C -2.3180 -0.6637 -0.2774
H 2.8573 -0.1973 0.8543
H 2.3409 -0.9275 -0.5146
H 0.8810 0.8454 -1.4425
H 0.8826 1.8931 -0.0004
H 0.2191 -1.3413 0.0950
H 0.1480 0.0288 1.6280
H -3.3140 -0.0047 -0.4204
H -2.0837 -1.7198 -0.3335
N 2.3620 0.0801 -0.1377
F -1.6383 1.3661 0.1171

=====

B) 14
Properties=species:S:1:pos:R:3 method="wB97M-V/def2-TZVPD" total_charge=0 e_lumo_ev="0.9857 / 0.4343" homo_ev="-7.43 / -7.34" homo_lumo_gap_ev="8.415 / 7.771"
C -0.8797 0.6885 0.2643
C -2.3198 0.3446 0.1142
C 1.8861 -0.5062 -0.6676
C 1.0654 -1.2907 0.2834
N -0.3472 1.8050 0.3822
F 1.5526 -1.3921 1.4866
H -2.4773 -0.5689 -0.2852
H -2.7106 0.5815 1.0814
H -2.8354 1.0400 -0.4826
H 2.7301 -0.1650 -0.1484
H 2.0482 -0.9219 -1.5759
H 1.3016 0.4998 -0.9108
H 0.2311 -1.9938 0.0356
H 0.7548 1.8792 0.4228

=====

In terms of stability, A) leads; the second structure lies 0.0646 hartree higher.

=====

A) 9
Properties=species:S:1:pos:R:3 method="wB97M-V/def2-TZVPD" total_charge=+1 e_lumo_ev="-6.8252 / -9.2133" homo_ev="-16.74 / -16.59" homo_lumo_gap_ev="9.918 / 7.378"
O 1.7863 1.0398 -0.1095
O -0.2700 -1.5456 0.6486
O -1.2463 0.3579 -0.0497
O 2.3863 0.9213 1.0226
O 0.5896 -0.3375 -1.0974
O -0.5315 -0.6925 -0.5097
H 2.3191 0.5873 -0.8049
H -0.9864 -2.1643 0.8073
H -0.5970 1.1228 -0.2971

=====

B) 9
Properties=species:S:1:pos:R:3 method="wB97M-V/def2-TZVPD" total_charge=+1 e_lumo_ev="-8.6587 / -6.7260" homo_ev="-15.50 / -16.53" homo_lumo_gap_ev="6.840 / 9.808"
O -1.7768 -1.6092 1.5268
O 1.9003 0.7380 -0.1444
O 0.1655 0.5636 -1.5968
O -1.2075 -1.3341 0.5107
O -0.1920 0.6330 0.6103
O 0.5381 1.1342 -0.3626
H -2.8101 -1.5181 1.5465
H 2.4816 1.4227 -0.2354
H 0.9009 -0.0303 -1.8550

=====

C) 9
Properties=species:S:1:pos:R:3 method="wB97M-V/def2-TZVPD" total_charge=+1 e_lumo_ev="-9.2765 / -7.7204" homo_ev="-15.99 / -16.56" homo_lumo_gap_ev="6.715 / 8.839"
O -0.1363 0.0332 1.6072
O 0.6827 -1.5588 -1.0723
O -0.9470 0.3887 -0.9634
O 0.0671 1.2173 0.9444
O 1.4286 -0.7234 -0.4952
O 0.1992 1.0008 -0.4000
H -0.3045 0.4845 2.5671
H -0.0166 -1.7458 -0.4336
H -0.9732 0.9035 -1.7541

=====

In terms of stability, C) leads; the second structure lies 0.0576 hartree higher.